# 1
46
Properties=species:S:1:pos:R:3:lowdin_charge:R:1 method="wB97M-V/def2-TZVPD" e_above_lowest_kj_mol=182.5 smiles="N#CC1=C(SCC(=O)NC2CCCCC2)NC(=O)C[C@H]1c1ccco1" orbital_gap_ev=8.7627 spin_multiplicity=1
N 2.937 -2.647 1.563 0.181
C 1.918 -2.178 1.318 -0.216
C 0.672 -1.603 1.042 -0.204
C 0.386 -1.013 -0.134 -0.499
S 1.589 -0.787 -1.428 0.981
C 2.687 0.372 -0.525 -0.329
C 1.818 1.512 -0.015 -0.561
O 1.383 1.533 1.119 0.067
N 1.545 2.441 -0.944 0.102
C 0.662 3.568 -0.702 -0.302
C 1.065 4.745 -1.590 -0.147
C 0.768 4.478 -3.066 -0.200
C -0.696 4.100 -3.270 -0.202
C -1.060 2.888 -2.418 -0.197
C -0.803 3.189 -0.945 -0.135
N -0.853 -0.477 -0.384 0.117
C -1.769 -0.170 0.597 -0.470
O -2.847 0.291 0.315 0.099
C -1.243 -0.379 1.996 -0.022
C -0.411 -1.662 2.103 -0.168
C -1.244 -2.888 1.899 -0.243
C -1.449 -3.982 2.687 -0.008
C -2.334 -4.824 1.970 -0.055
C -2.596 -4.182 0.802 -0.104
O -1.940 -3.011 0.746 0.053
H 3.433 0.697 -1.247 0.083
H 3.157 -0.164 0.298 0.074
H 1.874 2.310 -1.887 0.129
H 0.789 3.830 0.355 0.150
H 0.501 5.622 -1.267 0.121
H 2.127 4.961 -1.453 0.116
H 1.005 5.372 -3.646 0.110
H 1.405 3.673 -3.443 0.104
H -0.879 3.886 -4.325 0.109
H -1.330 4.942 -2.984 0.116
H -2.112 2.633 -2.558 0.114
H -0.463 2.027 -2.734 0.102
H -1.064 2.332 -0.324 0.094
H -1.432 4.024 -0.632 0.125
H -1.097 -0.249 -1.339 0.146
H -2.077 -0.387 2.697 0.140
H -0.598 0.479 2.218 0.130
H 0.050 -1.724 3.093 0.164
H -1.025 -4.164 3.653 0.112
H -2.717 -5.773 2.286 0.101
H -3.209 -4.438 -0.039 0.121


# 2
48
Properties=species:S:1:pos:R:3:lowdin_charge:R:1 method="wB97M-V/def2-TZVPD" e_above_lowest_kj_mol=366.1 smiles="CCCCNS(=O)(=O)c1ccc(NC(=O)Cc2ccccc2[N+](=O)[O-])cc1" orbital_gap_ev=7.9367 spin_multiplicity=1
C -3.014 -3.294 -0.429 -0.109
C -4.467 -2.993 -0.080 -0.266
C -4.629 -2.152 1.188 -0.197
C -3.978 -0.770 1.111 -0.262
N -4.583 0.051 0.087 -0.126
S -4.272 1.682 0.174 0.634
O -4.897 2.272 -0.971 -0.287
O -4.635 2.124 1.487 -0.286
C -2.493 1.791 -0.002 -0.290
C -1.703 1.993 1.113 -0.054
C -0.329 2.031 0.974 0.001
C 0.254 1.857 -0.284 -0.198
N 1.644 1.913 -0.356 0.145
C 2.443 1.720 -1.433 -0.448
O 2.082 1.410 -2.543 0.084
C 3.935 1.896 -1.091 -0.040
C 4.455 0.580 -0.600 -0.129
C 4.695 -0.415 -1.547 -0.012
C 5.187 -1.655 -1.191 -0.049
C 5.482 -1.935 0.137 -0.060
C 5.261 -0.971 1.094 0.006
C 4.732 0.271 0.738 -0.098
N 4.515 1.190 1.816 -0.328
O 5.215 1.087 2.797 0.110
O 3.623 2.019 1.705 0.050
C -0.555 1.653 -1.401 0.013
C -1.930 1.622 -1.252 -0.048
H -2.965 -3.979 -1.273 0.070
H -2.507 -3.755 0.416 0.075
H -2.475 -2.389 -0.701 0.062
H -4.994 -3.938 0.074 0.105
H -4.950 -2.487 -0.918 0.098
H -4.187 -2.685 2.032 0.114
H -5.693 -2.018 1.387 0.114
H -2.892 -0.869 0.963 0.112
H -4.148 -0.232 2.045 0.116
H -4.464 -0.292 -0.853 0.102
H -2.181 2.132 2.070 0.115
H 0.303 2.199 1.834 0.117
H 2.112 2.121 0.523 0.108
H 4.444 2.155 -2.020 0.133
H 4.062 2.698 -0.368 0.115
H 4.474 -0.198 -2.581 0.124
H 5.350 -2.405 -1.950 0.111
H 5.878 -2.897 0.419 0.109
H 5.476 -1.156 2.136 0.121
H -0.104 1.526 -2.371 0.103
H -2.578 1.489 -2.104 0.117


# 3
51
Properties=species:S:1:pos:R:3:lowdin_charge:R:1 method="wB97M-V/def2-TZVPD" smiles="COc1ccc(NC(=O)CCNS(=O)(=O)c2cccc(C(C)=O)c2)cc1S(N)(=O)=O" orbital_gap_ev=8.3919 spin_multiplicity=1
C -0.543 4.794 1.848 -0.065
O -1.238 3.945 0.944 -0.112
C -1.140 2.603 1.174 -0.278
C -2.306 1.901 1.482 0.024
C -2.299 0.537 1.690 0.014
C -1.103 -0.174 1.606 -0.217
N -1.009 -1.548 1.812 0.138
C -2.018 -2.454 1.941 -0.476
O -3.198 -2.182 1.967 0.075
C -1.503 -3.884 2.039 -0.091
C -1.740 -4.608 0.710 -0.199
N -1.364 -3.785 -0.434 -0.131
S 0.201 -3.241 -0.695 0.679
O 0.809 -4.011 -1.742 -0.274
O 0.903 -3.155 0.558 -0.292
C -0.073 -1.579 -1.306 -0.260
C -1.325 -0.996 -1.329 -0.055
C -1.447 0.308 -1.786 -0.036
C -0.326 1.001 -2.205 0.005
C 0.937 0.406 -2.189 -0.149
C 2.107 1.209 -2.644 -0.411
C 3.421 0.506 -2.769 0.002
O 1.977 2.387 -2.915 0.048
C 1.053 -0.903 -1.730 -0.002
C 0.063 0.518 1.283 0.001
C 0.042 1.877 1.055 -0.188
S 1.603 2.594 0.555 0.657
N 1.173 3.718 -0.583 -0.012
O 2.367 1.539 -0.064 -0.287
O 2.204 3.284 1.663 -0.294
H -1.061 4.814 2.814 0.099
H -0.574 5.786 1.403 0.096
H 0.490 4.483 2.001 0.056
H -3.229 2.457 1.553 0.125
H -3.212 0.015 1.924 0.106
H -0.080 -1.937 1.667 0.104
H -0.446 -3.898 2.291 0.102
H -2.070 -4.405 2.812 0.128
H -1.198 -5.562 0.714 0.124
H -2.809 -4.808 0.601 0.130
H -1.689 -4.183 -1.302 0.115
H -2.184 -1.551 -0.988 0.112
H -2.415 0.782 -1.806 0.119
H -0.414 2.017 -2.559 0.126
H 3.323 -0.429 -3.315 0.091
H 4.137 1.157 -3.264 0.093
H 3.772 0.297 -1.759 0.091
H 2.001 -1.411 -1.678 0.126
H 1.003 0.000 1.178 0.126
H 1.567 4.625 -0.396 0.085
H 1.373 3.411 -1.529 0.032